56
Properties=species:S:1:pos:R:3:forces:R:3 method="wB97M-V/def2-TZVPD" spin_multiplicity=1 total_energy_ha=-1622.081574 homo_energy_ha=-0.391 total_charge=+1 relative_energy_kcal_mol=12.3
Ba 0.02833 0.12251 -0.32346 -0.04 0.50 -0.59
C -1.96946 -2.81103 0.42586 -0.05 -0.03 -0.49
C -1.85217 -2.70507 -1.08696 0.19 0.38 0.26
C -2.40918 -3.63980 -1.94768 -0.05 -0.16 0.05
C -2.24873 -3.47940 -3.30793 0.01 0.01 -0.23
C -1.53990 -2.38718 -3.80869 -0.10 -0.15 0.20
C -1.01408 -1.47801 -2.90605 -0.10 -0.13 0.46
N -1.17893 -1.64743 -1.57721 -0.84 -1.19 -1.00
Sb 0.00071 0.22618 -3.85424 -0.01 0.04 -0.04
C 1.98382 0.29005 -2.91363 0.13 -0.02 0.45
C 3.04790 0.35803 -3.79850 0.05 0.00 0.14
C 4.33534 0.43161 -3.27154 0.10 0.01 -0.20
C 4.53095 0.42989 -1.90456 0.13 -0.02 0.01
C 3.42802 0.35347 -1.06591 -0.30 -0.02 0.25
C 3.53920 0.33094 0.44999 0.06 0.03 -0.50
N 2.18982 0.29192 -1.58083 1.14 0.11 -0.95
C -0.97115 1.92687 -2.86627 -0.05 0.08 0.42
C -1.46795 2.86271 -3.76141 -0.04 0.07 0.20
C -2.09818 3.99475 -3.25060 -0.01 0.03 -0.27
C -2.21578 4.15627 -1.88790 -0.09 0.15 0.10
C -1.70474 3.18393 -1.03687 0.19 -0.37 0.08
C -1.81268 3.30861 0.46522 -0.02 0.06 -0.27
N -1.09090 2.08945 -1.52831 -0.68 1.20 -1.01
H -2.50401 -3.71333 0.71746 0.01 0.00 -0.08
H -2.52351 -1.96219 0.83215 0.01 0.06 -0.05
H -0.98931 -2.82472 0.90291 0.06 0.02 -0.02
H -2.95445 -4.48211 -1.53952 0.02 0.04 -0.08
H -2.67444 -4.20220 -3.99223 0.00 0.00 0.00
H -1.41403 -2.25975 -4.87418 0.02 0.02 -0.05
H 2.88990 0.35598 -4.86956 0.00 0.00 0.03
H 5.18589 0.48881 -3.94146 -0.04 0.00 0.05
H 5.52444 0.48197 -1.47806 -0.02 0.00 -0.07
H 4.57557 0.35739 0.77620 0.06 0.00 -0.08
H 3.07702 -0.56530 0.86103 -0.07 -0.06 -0.01
H 3.03740 1.19368 0.88983 -0.06 0.06 -0.03
H -1.37236 2.72513 -4.83098 0.01 -0.02 0.03
H -2.49479 4.74314 -3.92806 0.02 -0.04 0.06
H -2.70332 5.02802 -1.46766 0.03 -0.05 -0.06
H -2.34736 4.21673 0.73754 0.02 -0.01 -0.03
H -0.83064 3.33354 0.93626 0.06 0.00 -0.05
H -2.33971 2.46201 0.90311 -0.02 -0.07 -0.06
O 0.23045 -2.86495 3.60633 -0.01 0.08 0.24
C 0.16294 -1.75745 4.40536 0.08 -0.52 -0.20
C 0.12533 -1.88683 5.78987 -0.01 0.03 0.11
C 0.02728 -0.76818 6.59979 -0.01 0.00 0.06
C -0.04832 0.50216 6.03928 0.03 -0.12 -0.12
C -0.01614 0.61392 4.66199 -0.06 0.20 0.08
C 0.10170 -0.49452 3.82368 -0.04 0.43 0.10
C 0.16405 -0.23875 2.36176 -0.12 -0.09 -0.11
O 0.66789 -1.11190 1.58165 0.17 -0.19 1.71
O -0.30975 0.86514 1.90419 0.25 -0.39 1.68
H 0.28416 -3.64650 4.17155 -0.02 0.10 -0.06
H 0.16850 -2.87888 6.22976 0.00 0.06 -0.01
H 0.00363 -0.89068 7.67634 0.00 -0.01 -0.06
H -0.13135 1.38566 6.65913 0.01 -0.08 -0.01
H -0.08296 1.58569 4.19196 0.01 0.00 -0.01

***

72
Properties=species:S:1:pos:R:3:forces:R:3 method="wB97M-V/def2-TZVPD" spin_multiplicity=1 total_energy_ha=-48657.433206 homo_energy_ha=-0.313 total_charge=0
S -4.24525 -2.61932 -3.39174 0.01 -0.04 0.04
C -2.65678 -2.32601 -3.29795 -0.09 0.40 0.07
S -1.73162 -2.61722 -1.77198 0.09 0.01 -0.05
C -2.20493 -1.12605 -0.82009 -0.60 0.43 0.04
C -1.52324 -1.04196 0.54897 0.59 -1.02 -0.08
C 0.01533 -0.81496 0.52010 -0.45 1.03 0.43
C 0.53364 0.06092 -0.61129 0.17 -1.24 0.31
C 1.55529 -0.47392 -1.39812 -0.28 0.15 0.32
C 2.06859 0.26734 -2.43469 0.78 -0.28 -0.47
C 1.61734 1.54832 -2.69561 0.02 0.67 -1.01
C 0.61173 2.10503 -1.94440 -0.03 -0.57 0.20
C 0.07530 1.32772 -0.91337 -0.99 1.02 0.23
S -1.26331 2.09869 0.00843 -0.06 0.04 -0.05
C -2.10963 2.93806 -1.33031 1.00 -0.60 0.51
C -3.48398 2.99887 -1.42983 0.09 -0.14 0.15
C -4.01228 3.67022 -2.51368 -1.44 0.24 -0.17
C -3.22906 4.27089 -3.47140 0.76 0.15 -0.36
C -1.84816 4.17304 -3.36244 -0.07 0.34 -0.37
C -1.29277 3.51223 -2.29184 0.35 0.00 -0.41
N 0.14702 3.43450 -2.21605 -0.13 0.05 0.76
N -1.92335 -1.83346 -4.38148 -0.69 -0.48 0.96
C -0.65822 -1.29285 -4.31830 0.97 0.25 -0.12
C -0.29904 -0.97297 -5.59323 -1.10 -0.50 1.24
N -1.36927 -1.30054 -6.40829 0.44 0.40 -2.04
C -2.32729 -1.79687 -5.71446 0.84 0.18 0.82
H -1.96986 -0.26554 -1.45675 -0.03 -0.06 0.24
H -3.28886 -1.13981 -0.64674 0.19 -0.12 -0.25
H -2.02001 -0.29773 1.17558 0.03 0.04 -0.38
H -1.68108 -1.99828 1.07138 -0.03 0.19 -0.13
H 0.57428 -1.75591 0.55976 -0.22 0.12 -0.29
H 0.27655 -0.29894 1.45887 -0.09 -0.21 -0.13
H 1.91099 -1.47516 -1.16357 0.01 0.16 -0.19
H 2.85738 -0.15367 -3.05439 -0.13 0.01 0.09
H 2.03118 2.16269 -3.52626 -1.20 -0.65 1.04
H -4.11335 2.51992 -0.68590 0.04 0.08 -0.13
H -5.09324 3.74156 -2.63335 0.18 -0.10 0.17
H -3.63881 4.80788 -4.32198 -0.18 -0.15 0.22
H -1.18097 4.62705 -4.09116 -0.13 -0.12 0.08
H 0.40087 3.98345 -1.38872 0.15 0.09 -0.23
H -0.12676 -1.17770 -3.38424 -0.17 -0.11 -0.13
H 0.64885 -0.55114 -5.89250 -0.29 0.01 -0.36
H -3.28863 -2.15894 -6.04690 0.16 0.06 0.06
C 2.04936 -1.83988 4.17641 -0.03 0.11 -0.07
Br 1.66773 -3.71188 3.92288 0.01 0.05 -0.01
Br 2.93093 -1.07301 2.64075 0.04 -0.08 0.11
Br 0.47335 -0.84158 4.66065 0.13 -0.14 -0.20
H 2.73888 -1.77251 5.00671 -0.02 0.00 -0.04
C 5.49927 2.80077 -5.17214 0.00 -0.11 0.03
Br 7.06032 1.71224 -4.85883 0.00 0.03 -0.09
Br 5.14756 3.03525 -7.05176 0.03 -0.06 0.13
Br 3.96936 2.09278 -4.22853 1.42 0.47 -0.75
H 5.70349 3.78038 -4.76190 -0.02 -0.04 0.00
C -1.76294 1.12422 7.75925 0.03 0.00 0.08
Br -0.17948 0.07609 8.09352 -0.17 0.10 0.11
Br -2.09845 1.34683 5.87038 0.02 -0.04 0.12
Br -3.29751 0.40694 8.67411 0.02 0.03 -0.13
H -1.58175 2.10955 8.16620 -0.01 -0.03 -0.03
C 7.63109 -0.76632 -1.97468 -0.02 0.02 -0.02
Br 7.94955 -1.75694 -3.59773 -0.02 0.02 0.13
Br 5.75339 -0.70184 -1.53626 0.09 0.00 -0.03
Br 8.68772 -1.43593 -0.50871 -0.08 0.02 -0.09
H 7.94742 0.25205 -2.15693 -0.03 -0.03 0.00
C -0.69390 -5.72292 1.55429 0.04 -0.01 0.00
Br -1.09692 -7.57905 1.23211 0.01 0.12 0.00
Br 0.21551 -4.92178 0.05512 -0.02 -0.08 0.15
Br -2.26586 -4.72819 2.05667 0.08 -0.07 -0.04
H -0.01434 -5.68632 2.39443 -0.03 0.01 -0.03
C -3.11771 -0.25740 12.90390 0.00 -0.01 -0.02
Br -1.42385 -0.41348 12.00041 -0.04 0.02 0.09
Br -3.05928 -1.02555 14.67033 0.01 0.06 -0.09
Br -3.74091 1.56651 12.93686 0.05 -0.09 0.00
H -3.83661 -0.82848 12.33239 0.03 0.02 0.02

***

61
Properties=species:S:1:pos:R:3:forces:R:3 method="wB97M-V/def2-TZVPD" spin_multiplicity=5 total_energy_ha=-4528.570002 homo_energy_ha="-0.054 / -0.071" total_charge=-2 s2=6.012 relative_energy_kcal_mol=0.0
Fe -0.50267 -0.00337 -0.01395 -0.02 0.06 0.02
C -1.29701 2.20883 -1.04380 0.00 0.00 -0.01
C -2.40337 1.32848 -1.00562 0.02 0.04 0.00
C -2.62853 0.96373 0.34351 0.00 -0.05 -0.03
C -1.66036 1.63264 1.14475 0.04 0.01 0.08
C -0.83576 2.40444 0.28175 -0.04 -0.08 -0.05
C 0.29801 3.28998 0.69980 0.00 0.02 0.00
C -1.54047 1.54735 2.63837 0.00 0.00 -0.02
C -3.68318 0.01993 0.83948 -0.01 0.03 0.00
C -3.18541 0.84711 -2.18866 0.00 -0.02 0.00
C -0.70161 2.80909 -2.28241 0.00 -0.01 0.02
H -0.04045 4.31170 0.91543 0.01 0.00 0.01
H 1.05409 3.36276 -0.08710 0.00 0.01 0.00
H 0.80152 2.90244 1.58542 0.00 0.00 0.00
H -2.20902 2.25254 3.14836 0.00 0.01 0.00
H -0.51824 1.75717 2.95498 0.00 0.01 0.01
H -1.77893 0.54243 2.99296 0.00 0.00 0.00
H -4.64434 0.52272 1.00787 0.00 -0.01 0.00
H -3.37636 -0.44374 1.77755 0.00 -0.01 0.00
H -3.84895 -0.79185 0.12810 0.00 0.00 -0.01
H -4.01119 1.52458 -2.44121 0.00 0.00 0.01
H -3.60345 -0.14309 -2.00583 0.00 0.00 0.00
H -2.55552 0.75857 -3.07766 -0.01 0.00 0.00
H -1.15866 3.77224 -2.54210 0.00 0.00 -0.01
H -0.82845 2.14880 -3.14451 0.01 0.00 -0.01
H 0.37114 2.98257 -2.16524 0.00 0.00 0.00
O 2.81917 1.16252 3.00007 -0.03 -0.04 -0.03
S 2.38402 0.06820 2.14184 0.01 0.03 0.11
O 3.43195 -0.48162 1.30828 -0.02 0.01 0.01
O 1.15512 0.41189 1.42381 0.06 -0.04 -0.08
C 1.91631 -1.23903 3.30558 -0.01 0.01 -0.05
C 2.52205 -1.13911 4.55384 0.02 0.01 0.04
C 2.28245 -2.06886 5.55356 0.00 0.00 -0.02
C 1.41430 -3.12020 5.31117 -0.01 0.01 -0.02
C 0.80389 -3.22866 4.07100 0.00 -0.02 0.03
C 1.04157 -2.30457 3.05842 0.00 0.00 -0.05
S 0.16014 -2.62045 1.50388 0.03 0.06 0.07
O 1.14475 -2.50213 0.45348 0.00 0.00 -0.04
O -0.42194 -3.93430 1.68841 0.00 -0.03 0.01
O -0.86742 -1.56024 1.44303 -0.03 0.00 -0.03
H 3.17860 -0.29708 4.72380 0.00 0.00 0.01
H 2.76950 -1.96486 6.51659 0.00 0.01 0.00
H 1.20815 -3.85559 6.08074 0.00 0.00 0.00
H 0.12784 -4.04281 3.85055 0.00 0.00 0.01
Cl -2.49203 -2.74896 -3.90294 -0.01 -0.01 -0.01
C -0.98674 -1.86890 -3.86034 0.01 0.00 0.00
C -0.23189 -1.78442 -5.03106 0.01 0.01 0.02
C 0.95752 -1.10855 -5.05898 -0.02 -0.01 -0.01
Cl 1.87493 -1.04052 -6.55509 0.01 0.00 -0.01
C 1.44857 -0.46857 -3.89745 0.01 0.01 0.00
C 2.66377 0.24644 -3.80991 -0.01 0.00 0.01
C 3.02667 0.82307 -2.62582 0.01 0.00 -0.01
C 2.17320 0.71433 -1.51337 0.00 0.00 0.02
N 1.03981 0.06190 -1.57506 -0.02 -0.02 -0.01
C 0.66956 -0.54698 -2.72365 0.00 0.01 0.00
C -0.58819 -1.28572 -2.64285 -0.01 -0.01 0.01
O -1.22167 -1.35158 -1.55629 0.00 0.02 -0.01
H -0.59972 -2.26724 -5.92688 0.00 0.00 0.00
H 3.29745 0.32126 -4.68420 0.00 0.00 0.00
H 3.96055 1.36039 -2.52719 0.00 0.00 0.00
H 2.42497 1.15290 -0.55721 0.00 0.00 0.00